DFT (ωB97M-V with the def2-TZVPD basis set) results for a structure of composition C3H5NO2 at a distorted geometry.

Its orbital gap is 10.0 eV. The total energy is -8772.23748 eV. As for the multiplicity: 1. The calculation puts the energy above the lowest of the compared OMol25 structures with the same formula, charge and spin at 5.457 eV. The LUMO energy comes out at 0.59 eV. The value obtained for the molar mass is 87.08 g/mol. The HOMO energy is -9.407 eV.

CARTESIAN COORDINATES (ANGSTROEM)
O  -2.065  1.494  -0.077
N  -1.282  0.430  0.433
H  0.524  1.833  -0.490
H  -0.874  -1.576  -0.023
C  1.449  -0.144  0.171
H  1.236  -1.085  0.538
C  0.555  0.752  -0.099
H  2.502  -0.098  0.015
H  -2.708  1.321  -0.767
O  -2.951  -1.068  -0.038
C  -1.778  -0.827  0.157

=====

DFT (ωB97M-V with the def2-TZVPD basis set) results for a structure of composition C3H5NO2 at a distorted geometry.

Its orbital gap is 11.1 eV. The total energy is -8773.10780 eV. As for the multiplicity: 1. The calculation puts the energy above the lowest of the compared OMol25 structures with the same formula, charge and spin at 4.587 eV. The LUMO energy comes out at 0.82 eV. The value obtained for the molar mass is 87.08 g/mol. The HOMO energy is -10.237 eV.

CARTESIAN COORDINATES (ANGSTROEM)
C  0.109  0.682  -1.903
C  0.155  -0.894  1.096
N  -0.931  0.420  -1.094
H  0.481  1.220  0.399
H  -1.086  0.989  1.174
O  0.834  1.360  -2.531
C  -0.243  0.475  0.609
H  1.171  -1.220  0.663
O  -0.100  -0.626  -1.720
H  0.306  -0.918  2.232
H  -0.698  -1.486  1.075

=====

DFT (ωB97M-V with the def2-TZVPD basis set) results for a cluster of 3 separate species, C3H5NO2 in total at a distorted geometry.

Its orbital gap is 11.2 eV. The total energy is -8774.74308 eV. As for the multiplicity: 1. The calculation puts the energy above the lowest of the compared OMol25 structures with the same formula, charge and spin at 2.952 eV. The LUMO energy comes out at 0.40 eV. As for the SMILES: C#N.C=O.C=O. The value obtained for the molar mass is 87.08 g/mol. The HOMO energy is -10.763 eV.

CARTESIAN COORDINATES (ANGSTROEM)
N  -1.982  -2.205  -0.750
C  -0.206  0.117  1.722
H  -0.097  1.397  -1.254
H  -0.016  -1.271  -1.271
H  -0.844  -0.240  2.549
H  0.506  -0.612  1.290
O  1.415  0.070  -0.999
C  0.940  1.185  -0.942
C  -0.967  -1.739  -1.043
H  1.534  2.050  -0.608
O  -0.284  1.248  1.306

=====

DFT (ωB97M-V with the def2-TZVPD basis set) results for a structure of composition C3H5NO2 at a distorted geometry.

Its orbital gap is 9.9 eV. The total energy is -8773.09902 eV. As for the multiplicity: 1. The calculation puts the energy above the lowest of the compared OMol25 structures with the same formula, charge and spin at 4.596 eV. The LUMO energy comes out at 1.02 eV. The value obtained for the molar mass is 87.08 g/mol. The HOMO energy is -8.865 eV.

CARTESIAN COORDINATES (ANGSTROEM)
H  0.351  1.073  -1.941
H  0.758  -1.938  0.546
H  -2.207  -0.985  0.529
H  0.921  0.874  1.124
O  0.938  -0.677  -1.108
N  -0.246  -1.862  0.650
C  0.433  1.266  0.224
O  -0.910  0.765  0.062
H  0.557  2.372  0.193
C  0.613  0.504  -1.037
C  -1.138  -1.083  0.576

=====

DFT (ωB97M-V with the def2-TZVPD basis set) results for an isolated molecule of C3H5NO2 at a distorted geometry.

Its orbital gap is 10.1 eV. The total energy is -8775.94201 eV. As for the multiplicity: 1. The calculation puts the energy above the lowest of the compared OMol25 structures with the same formula, charge and spin at 1.753 eV. The LUMO energy comes out at 0.66 eV. As for the SMILES: C=CNC(=O)O. The value obtained for the molar mass is 87.08 g/mol. The HOMO energy is -9.409 eV.

CARTESIAN COORDINATES (ANGSTROEM)
C  -0.793  -0.375  0.546
O  1.056  0.475  -1.319
H  -2.353  0.836  -0.227
H  0.712  -1.447  1.277
O  2.804  -0.324  -0.076
H  -1.508  -1.073  1.006
H  -0.118  0.382  -1.251
N  0.537  -0.653  0.663
C  1.642  -0.125  -0.313
C  -1.283  0.697  -0.149
H  -0.696  1.607  -0.155

=====

DFT (ωB97M-V with the def2-TZVPD basis set) results for an isolated molecule of C3H5NO2.

Its orbital gap is 10.7 eV. The total energy is -8775.90952 eV. As for the multiplicity: 1. The calculation puts the energy above the lowest of the compared OMol25 structures with the same formula, charge and spin at 1.785 eV. The LUMO energy comes out at 0.86 eV. As for the SMILES: [H]/N=C/OCC=O. The value obtained for the molar mass is 87.08 g/mol. The HOMO energy is -9.869 eV.

CARTESIAN COORDINATES (ANGSTROEM)
O  0.231  -0.625  -0.880
H  -0.340  -0.988  1.113
N  1.682  0.270  0.672
C  -0.769  -0.783  0.131
C  -1.550  0.521  0.150
O  -1.579  1.281  1.084
H  -2.064  0.756  -0.807
H  1.882  0.345  -1.427
H  -1.399  -1.608  -0.213
C  1.349  0.043  -0.523
H  2.557  0.788  0.701

=====

DFT (ωB97M-V with the def2-TZVPD basis set) results for a cluster of 2 separate species, C3H5NO2 in total at a distorted geometry.

Its orbital gap is 10.3 eV. The total energy is -8775.98769 eV. As for the multiplicity: 1. The calculation puts the energy above the lowest of the compared OMol25 structures with the same formula, charge and spin at 1.707 eV. The LUMO energy comes out at 0.95 eV. The value obtained for the molar mass is 87.08 g/mol. The HOMO energy is -9.388 eV.

CARTESIAN COORDINATES (ANGSTROEM)
H  -0.117  0.559  1.184
H  2.281  -0.141  1.189
C  1.584  -0.392  0.366
H  -1.095  0.687  -1.284
H  -0.022  -0.611  -1.460
C  -2.676  -0.504  -0.097
O  1.785  -1.344  -0.350
O  -2.493  -0.391  1.024
N  -0.455  0.053  -0.836
C  0.401  0.534  0.206
H  0.808  1.550  0.057

=====

DFT (ωB97M-V with the def2-TZVPD basis set) results for an isolated molecule of C3H5NO2 at a distorted geometry.

Its orbital gap is 8.7 eV. The total energy is -8772.11252 eV. As for the multiplicity: 1. The calculation puts the energy above the lowest of the compared OMol25 structures with the same formula, charge and spin at 5.582 eV. The LUMO energy comes out at -0.01 eV. As for the SMILES: C=C(O)/C=N/O. The value obtained for the molar mass is 87.08 g/mol. The HOMO energy is -8.666 eV.

CARTESIAN COORDINATES (ANGSTROEM)
H  -2.689  0.331  1.270
H  -0.106  1.782  0.082
N  -1.231  -0.300  0.237
O  2.024  -0.511  -0.963
H  0.405  1.552  -1.628
C  -0.009  -0.853  0.446
H  0.112  -1.792  0.978
C  0.208  1.073  -0.670
O  -1.734  0.289  1.424
H  2.130  -1.466  -0.860
C  0.891  -0.104  -0.314

=====

DFT (ωB97M-V with the def2-TZVPD basis set) results for an isolated molecule of C3H5NO2 at a distorted geometry.

Its orbital gap is 9.0 eV. The total energy is -8774.05559 eV. As for the multiplicity: 1. The calculation puts the energy above the lowest of the compared OMol25 structures with the same formula, charge and spin at 3.639 eV. The LUMO energy comes out at 0.46 eV. As for the SMILES: N/C=C\C(=O)O. The value obtained for the molar mass is 87.08 g/mol. The HOMO energy is -8.537 eV.

CARTESIAN COORDINATES (ANGSTROEM)
H  -1.660  0.982  0.997
H  -1.977  -1.068  0.974
H  -0.741  -1.297  -0.176
C  -0.870  0.450  0.594
O  0.854  -1.075  -0.740
N  -1.338  -0.810  0.496
C  0.604  0.909  0.593
O  2.086  0.898  -1.187
H  1.138  -1.319  -1.774
H  0.616  2.049  0.716
C  1.288  0.283  -0.494

=====

DFT (ωB97M-V with the def2-TZVPD basis set) results for a cluster of 2 separate species, C3H5NO2 in total.

Its orbital gap is 11.2 eV. The total energy is -8777.40563 eV. As for the multiplicity: 1. The calculation puts the energy above the lowest of the compared OMol25 structures with the same formula, charge and spin at 0.289 eV. The LUMO energy comes out at 0.89 eV. As for the SMILES: [H]/N=C/C.O=C=O. The value obtained for the molar mass is 87.08 g/mol. The HOMO energy is -10.363 eV.

CARTESIAN COORDINATES (ANGSTROEM)
N  0.331  0.938  0.565
H  1.570  1.244  -1.067
C  -1.428  -0.368  1.868
H  0.715  1.818  0.907
H  0.452  -0.571  -2.346
H  -0.718  -0.752  -0.995
C  0.330  -0.617  -1.261
O  -1.101  0.106  2.882
O  -1.842  -0.916  0.922
H  0.875  -1.505  -0.912
C  0.815  0.622  -0.564

=====

Number 6 is which compound?
C3H5NO2

=====

Which value of energy above the lowest of the compared OMol25 structures with the same formula, charge and spin does entry 5 give?
1.753 eV

=====

Number 8 is which compound?
C3H5NO2